Formula: C7H10Br2N2O
Source: OMol25
Level of theory: ωB97M-V with the def2-TZVPD basis set

Cartesian coordinates (Å):
C1 0.47275 0.05130 0.48385
C2 2.72856 -0.13215 1.32548
C3 1.97166 0.03790 0.02897
C4 -0.68836 0.81753 -1.69211
C5 -1.82083 0.68933 0.40703
C6 -1.50161 -1.48504 -0.68048
C7 -0.78751 -0.03694 -0.37848
N1 0.44762 0.04794 1.76022
N2 1.74528 0.00691 2.26782
O1 3.85741 -0.44554 1.48789
Br1 2.56554 -1.49501 -1.10522
Br2 2.55891 1.72526 -0.75199
H1 -1.68761 0.84968 -2.07973
H2 -0.24492 1.75167 -1.49215
H3 0.10338 0.25743 -2.40816
H4 -2.06624 0.15852 1.37480
H5 -2.81970 0.70982 -0.13853
H6 -1.52814 1.72363 0.64444
H7 -1.19313 -1.93683 -1.56749
H8 -2.45405 -1.12076 -0.78300
H9 -1.45643 -2.26225 0.06813
H10 1.79739 0.08759 3.22869

Calculated values
- total charge = 0
- E_tot (Eh) = -5605.4526
- maximum force (hartree/bohr) = 0.0942
- lowest unoccupied orbital energy (eV) = -0.286
- gap between HOMO and LUMO (eV) = 9.5
- HOMO energy (eV) = -9.8

Population analysis type Löwdin, resulting atomic charges in e:
1. C -0.294
2. C -0.653
3. C -0.987
4. C -0.060
5. C -0.128
6. C 0.010
7. C -0.500
8. N 0.140
9. N 0.094
10. O 0.083
11. Br 0.715
12. Br 0.771
13. H 0.073
14. H 0.023
15. H 0.121
16. H 0.103
17. H 0.105
18. H 0.096
19. H 0.050
20. H 0.029
21. H 0.083
22. H 0.127